{
  "formula": "CHBrN2",
  "method": "wB97M-V/def2-TZVPD",
  "lumo_ha": 0.0077,
  "homo_lumo_gap_ev": 10.2,
  "total_charge": 0,
  "symbols": ["C", "N", "N", "Br", "H"],
  "positions_angstrom": [[0.06776, 0.25762, 0.04678], [0.42712, -1.02083, 0.60115], [0.44937, -1.10087, -0.61372], [-1.74694, 0.82389, -0.01592], [0.80269, 1.04019, -0.01829]],
  "nbo_charge": [-0.17, -0.08, -0.01, 0.05, 0.21]
}


{
  "formula": "CHBrN2",
  "method": "wB97M-V/def2-TZVPD",
  "lumo_ha": [-0.1726, -0.1727],
  "homo_lumo_gap_ev": [6.0, 6.0],
  "total_charge": 0,
  "symbols": ["C", "N", "N", "Br", "H"],
  "positions_angstrom": [[0.62488, 0.71256, -0.00215], [0.93802, 1.82186, 0.20225], [0.33971, -0.43578, -0.41801], [-2.41679, -0.82082, 0.10765], [0.51418, -1.27781, 0.11027]],
  "nbo_charge": [0.35, -0.21, -0.46, -0.10, 0.42]
}


{
  "formula": "CHBrN2O3",
  "method": "wB97M-V/def2-TZVPD",
  "lumo_ha": -0.0872,
  "homo_lumo_gap_ev": 8.0,
  "total_charge": 0,
  "symbols": ["C", "N", "N", "O", "O", "O", "Br", "H"],
  "positions_angstrom": [[-1.01733, 0.06976, -1.08054], [1.25519, -0.31826, 1.15543], [-1.77943, 0.94932, -1.16610], [-2.40355, 1.91161, -1.09874], [0.41981, -0.05958, 1.95271], [1.46469, -0.04105, 0.03851], [2.76050, -1.81206, 1.94340], [-0.69989, -0.69973, -1.74467]],
  "nbo_charge": [-0.15, 0.60, 0.24, -0.34, -0.23, -0.23, -0.14, 0.24]
}


Table of ΔE to the lowest compared entry with this formula, charge and spin (eV), in record order: 0.592, 2.200, 1.231
Table of E (eV), in record order: -74073.3249, -74071.7164, -80211.0092